{
  "formula": "C3H5FS",
  "method": "ωB97M-V/def2-TZVPD",
  "elements": ["C", "C", "S", "C", "F", "H", "H", "H", "H", "H"],
  "positions_angstrom": [[-1.520, -0.080, 0.174], [-0.133, -0.183, 0.205], [0.722, -1.478, 0.493], [0.636, 0.955, -0.326], [-0.246, 1.968, -0.897], [-1.936, 0.419, -0.776], [-1.848, 0.736, 1.014], [-1.977, -1.050, 0.319], [1.296, 1.221, 0.509], [1.228, 0.458, -1.205]],
  "homo_ha": -0.33022,
  "smiles": "CC(=S)CF",
  "homo_lumo_gap_ev": 8.742,
  "de_lowest_kcal_mol": 23.9,
  "charge": 0,
  "e_tot_ev": -16743.135
}